*i*
{
  "formula": "C2H3NO3",
  "method": "ωB97M-V/def2-TZVPD",
  "total_charge": 0,
  "e_homo_ev": -10.3,
  "lumo_ev": 0.2,
  "homo_lumo_gap_ha": 0.3870,
  "smiles": "O=[NH+][O-].C#CO",
  "symbols": ["N", "O", "O", "H", "O", "C", "C", "H", "H"],
  "coordinates": [[1.769, 0.933, 0.395], [1.155, 1.917, 0.743], [2.810, 0.522, 0.842], [1.234, 0.317, -0.437], [0.000, -0.915, -0.281], [-1.292, -0.692, -0.404], [-2.448, -0.492, -0.627], [0.230, -1.311, 0.588], [-3.458, -0.279, -0.818]]
}


*ii*
{
  "formula": "C2H3NO3",
  "method": "ωB97M-V/def2-TZVPD",
  "total_charge": 0,
  "e_homo_ev": [-8.1, -8.7],
  "lumo_ev": [-0.6, -0.5],
  "homo_lumo_gap_ha": [0.2760, 0.3041],
  "symbols": ["C", "C", "N", "O", "O", "O", "H", "H", "H"],
  "coordinates": [[2.395, 0.066, 0.229], [1.439, -0.735, -0.351], [-0.907, 0.333, -0.397], [3.288, 0.675, -0.288], [0.805, -1.718, -0.437], [0.258, 0.883, -0.381], [1.968, 0.503, 1.222], [-1.311, 0.389, 0.508], [-1.049, -0.221, -1.226]]
}


*iii*
{
  "formula": "C2H3NO3",
  "method": "ωB97M-V/def2-TZVPD",
  "total_charge": 0,
  "e_homo_ev": -10.2,
  "lumo_ev": 0.8,
  "homo_lumo_gap_ha": 0.4024,
  "symbols": ["C", "C", "N", "O", "O", "O", "H", "H", "H"],
  "coordinates": [[-2.182, 0.320, 0.394], [0.938, 0.085, -0.109], [0.344, -0.737, -0.851], [0.500, 1.303, 0.134], [1.964, -0.298, 0.650], [-2.805, -0.494, 0.874], [-0.347, 1.338, -0.283], [1.953, -1.269, 0.628], [-0.365, -0.247, -1.437]]
}


*iv*
{
  "formula": "C2H3NO3",
  "method": "ωB97M-V/def2-TZVPD",
  "total_charge": 0,
  "e_homo_ev": -9.8,
  "lumo_ev": 0.7,
  "homo_lumo_gap_ha": 0.3832,
  "smiles": "O=CNOC=O",
  "symbols": ["C", "C", "H", "H", "H", "N", "O", "O", "O"],
  "coordinates": [[-1.719, 0.352, -0.162], [1.554, -0.595, -0.058], [-1.844, 1.498, 0.333], [0.337, 0.982, 0.509], [2.123, -1.569, 0.228], [-0.260, 0.282, -0.120], [-2.523, -0.544, -0.262], [0.289, -0.828, -0.110], [2.043, 0.421, -0.358]]
}


Which structure wins on stability? *iii* wins.


*i*
{
  "formula": "C2H3NO3",
  "method": "ωB97M-V/def2-TZVPD",
  "total_charge": 0,
  "e_homo_ev": -10.1,
  "lumo_ev": -0.2,
  "homo_lumo_gap_ha": 0.3639,
  "smiles": "O=CC(=O)NO",
  "symbols": ["C", "C", "H", "H", "H", "N", "O", "O", "O"],
  "coordinates": [[-0.487, -0.578, 0.094], [0.898, -0.830, -0.709], [0.195, 2.002, 0.107], [-1.702, 0.660, 1.175], [1.318, -1.839, -0.739], [-0.781, 0.633, 0.778], [0.181, 1.535, 1.115], [-1.228, -1.534, -0.323], [1.606, -0.050, -1.498]]
}


*ii*
{
  "formula": "C2H3NO3",
  "method": "ωB97M-V/def2-TZVPD",
  "total_charge": 0,
  "e_homo_ev": -10.8,
  "lumo_ev": -2.0,
  "homo_lumo_gap_ha": 0.3255,
  "smiles": "O=CC(=O)NO",
  "symbols": ["C", "C", "H", "H", "H", "N", "O", "O", "O"],
  "coordinates": [[-0.535, 0.117, -0.079], [-0.698, -0.982, 0.846], [0.564, 0.943, -1.697], [1.220, 0.683, 0.859], [-0.616, -0.958, 2.089], [0.476, 1.000, 0.136], [1.314, 1.372, -1.188], [-0.688, 0.036, -1.371], [-1.038, -2.212, 0.405]]
}


*iii*
{
  "formula": "C2H3NO3",
  "method": "ωB97M-V/def2-TZVPD",
  "total_charge": 0,
  "e_homo_ev": -10.2,
  "lumo_ev": -0.8,
  "homo_lumo_gap_ha": 0.3460,
  "smiles": "O=CC(=O)NO",
  "symbols": ["C", "C", "H", "H", "H", "N", "O", "O", "O"],
  "coordinates": [[0.777, -0.284, 0.099], [0.495, 1.174, 0.344], [-1.989, -0.038, -0.139], [-0.074, -2.052, -0.634], [1.137, 1.779, 0.987], [-0.368, -0.979, -0.444], [-1.523, -0.656, 0.376], [1.930, -0.625, -0.080], [-0.384, 1.680, -0.509]]
}


Which structure wins on stability? *iii* wins.


*i*
{
  "formula": "C2H3NO3",
  "method": "ωB97M-V/def2-TZVPD",
  "total_charge": 0,
  "e_homo_ev": -10.2,
  "lumo_ev": 0.7,
  "homo_lumo_gap_ha": 0.4015,
  "smiles": "O=CNOC=O",
  "symbols": ["C", "C", "H", "H", "H", "N", "O", "O", "O"],
  "coordinates": [[1.703, 0.495, 0.065], [-1.661, -0.537, 0.033], [2.096, 1.517, 0.321], [-0.240, 1.428, 0.259], [-1.935, -1.612, 0.224], [0.327, 0.559, 0.022], [2.356, -0.531, -0.180], [-0.332, -0.586, 0.160], [-2.333, 0.493, -0.174]]
}


*ii*
{
  "formula": "C2H3NO3",
  "method": "ωB97M-V/def2-TZVPD",
  "total_charge": 0,
  "e_homo_ev": [-8.9, -8.9],
  "lumo_ev": [-2.0, -2.0],
  "homo_lumo_gap_ha": [0.2502, 0.2545],
  "symbols": ["C", "C", "N", "O", "O", "O", "H", "H", "H"],
  "coordinates": [[-0.212, -1.070, -1.898], [-0.033, -0.403, -0.551], [0.026, -1.660, -3.964], [0.046, 0.960, -0.778], [1.119, -0.844, 0.046], [-1.127, -0.726, 0.219], [-0.821, 1.306, -1.017], [1.876, -0.341, -0.275], [-0.864, -1.362, 0.897]]
}


Which structure wins on stability? *i* wins.


*i*
{
  "formula": "C10H20N2O4",
  "method": "ωB97M-V/def2-TZVPD",
  "total_charge": 0,
  "e_homo_ev": -9.6,
  "lumo_ev": 0.6,
  "homo_lumo_gap_ha": 0.3746,
  "smiles": "CC[C@H](C)[C@H](NC(=O)[C@@H](N)[C@@H](C)O)C(=O)O",
  "symbols": ["C", "C", "C", "C", "C", "C", "C", "C", "C", "C", "H", "H", "H", "H", "H", "H", "H", "H", "H", "H", "H", "H", "H", "H", "H", "H", "H", "H", "H", "H", "N", "N", "O", "O", "O", "O"],
  "coordinates": [[-2.341, 0.908, -0.689], [-1.146, -0.146, -0.673], [-2.787, 0.919, 0.734], [-3.367, -0.472, 1.391], [1.192, -0.556, -0.415], [1.173, -1.948, 0.364], [2.422, 0.260, 0.025], [3.827, -0.279, -0.080], [2.416, 1.644, -0.651], [2.899, 2.814, 0.196], [-3.233, -0.506, -1.933], [-4.327, 0.550, -1.164], [-1.890, 1.844, -0.959], [-3.753, 1.658, 0.981], [-1.441, 0.695, 1.964], [-4.147, -0.964, 0.800], [-2.570, -1.162, 1.519], [-3.858, -0.252, 2.379], [0.079, 0.857, 0.694], [1.083, -0.870, -1.434], [2.150, 0.494, 1.013], [4.348, -0.323, 0.884], [4.291, 0.314, -0.917], [3.803, -1.340, -0.420], [1.367, 1.867, -1.099], [3.017, 1.813, -1.562], [2.480, 3.779, -0.223], [2.498, 2.883, 1.256], [4.004, 2.832, 0.144], [0.145, -2.280, -1.014], [-3.399, 0.439, -1.606], [0.035, 0.198, -0.064], [-1.165, -0.979, -1.500], [-1.755, 1.509, 1.564], [1.642, -2.166, 1.449], [0.501, -2.765, -0.317]]
}


*ii*
{
  "formula": "C10H20N2O4",
  "method": "ωB97M-V/def2-TZVPD",
  "total_charge": 0,
  "e_homo_ev": -10.1,
  "lumo_ev": 0.6,
  "homo_lumo_gap_ha": 0.3911,
  "smiles": "CC[C@H](C)[C@H](NC(=O)[C@@H](N)[C@@H](C)O)C(=O)O",
  "symbols": ["C", "C", "C", "C", "C", "C", "C", "C", "C", "C", "H", "H", "H", "H", "H", "H", "H", "H", "H", "H", "H", "H", "H", "H", "H", "H", "H", "H", "H", "H", "N", "N", "O", "O", "O", "O"],
  "coordinates": [[2.374, -0.751, 0.470], [0.930, -1.220, 0.748], [2.562, 0.657, -0.054], [3.969, 1.195, -0.138], [-1.480, -0.935, 0.218], [-1.637, -2.246, -0.506], [-2.215, 0.251, -0.280], [-3.668, -0.061, 0.174], [-1.588, 1.545, 0.206], [-2.481, 2.730, 0.086], [2.735, -2.652, -0.454], [4.031, -1.705, -0.677], [2.913, -0.740, 1.408], [1.998, 1.425, 0.461], [2.143, -0.376, -1.544], [4.269, 1.580, 0.951], [4.712, 0.312, -0.481], [3.992, 2.028, -0.951], [0.252, 0.116, -0.598], [-1.749, -1.113, 1.281], [-2.303, 0.308, -1.328], [-4.050, -0.979, -0.179], [-3.595, -0.094, 1.317], [-4.347, 0.768, -0.134], [-1.419, 1.489, 1.260], [-0.543, 1.653, -0.228], [-1.710, 3.636, 0.364], [-3.373, 2.584, 0.743], [-2.947, 2.864, -0.971], [-0.346, -2.926, 0.735], [3.032, -1.692, -0.603], [-0.003, -0.560, 0.140], [0.730, -2.134, 1.530], [2.034, 0.634, -1.374], [-2.451, -2.312, -1.431], [-0.773, -3.278, -0.164]]
}


Which structure wins on stability? *ii* wins.


*i*
{
  "formula": "C3H4NO3",
  "method": "ωB97M-V/def2-TZVPD",
  "total_charge": -1,
  "e_homo_ev": -3.1,
  "lumo_ev": 4.0,
  "homo_lumo_gap_ha": 0.2610,
  "symbols": ["C", "C", "C", "N", "O", "O", "O", "H", "H", "H", "H"],
  "coordinates": [[0.404, 1.373, -0.144], [-3.056, -0.219, -0.087], [-1.867, 0.343, -0.386], [-0.833, 0.958, 0.022], [0.970, -2.285, -0.314], [-3.552, -1.362, -0.008], [1.371, 0.654, -0.339], [0.665, 2.448, 0.049], [-3.720, 0.753, -0.030], [0.058, -1.895, -0.435], [1.554, -1.393, -0.405]]
}


*ii*
{
  "formula": "C3H4NO3",
  "method": "ωB97M-V/def2-TZVPD",
  "total_charge": -1,
  "e_homo_ev": -3.9,
  "lumo_ev": 4.2,
  "homo_lumo_gap_ha": 0.2987,
  "smiles": "C=N[C@@H](O)C(=O)[O-]",
  "symbols": ["C", "C", "C", "N", "O", "O", "O", "H", "H", "H", "H"],
  "coordinates": [[1.450, -0.582, -1.114], [-1.100, 1.221, 0.231], [-0.569, -0.528, 0.159], [0.231, -0.715, -1.015], [-0.599, 1.684, 1.210], [-1.920, 1.525, -0.598], [0.060, -0.685, 1.510], [1.909, -0.546, -2.166], [1.940, -0.272, -0.180], [-1.386, -1.289, 0.117], [-0.017, 0.186, 1.847]]
}


*iii*
{
  "formula": "C3H4NO3",
  "method": "ωB97M-V/def2-TZVPD",
  "total_charge": -1,
  "e_homo_ev": -4.2,
  "lumo_ev": 4.0,
  "homo_lumo_gap_ha": 0.3012,
  "smiles": "CN1O[C@H]1C(=O)[O-]",
  "symbols": ["C", "C", "C", "N", "O", "O", "O", "H", "H", "H", "H"],
  "coordinates": [[1.000, -1.400, 1.233], [-0.114, -0.518, 0.524], [-0.443, 1.260, -1.105], [0.054, -0.065, -0.805], [1.578, -0.747, 2.110], [1.140, -2.559, 0.860], [-0.991, -0.971, -0.462], [-0.565, 0.199, 1.224], [-0.733, 1.291, -2.156], [-1.302, 1.552, -0.486], [0.376, 1.959, -0.937]]
}


Which structure wins on stability? *ii* wins.


*i*
{
  "formula": "C4H12N2O",
  "method": "ωB97M-V/def2-TZVPD",
  "total_charge": -1,
  "e_homo_ev": [1.3, -5.1],
  "s2": 0.7505,
  "lumo_ev": [3.7, 3.6],
  "spin_multiplicity": 2,
  "homo_lumo_gap_ha": [0.0887, 0.3213],
  "symbols": ["C", "C", "C", "C", "N", "N", "H", "H", "H", "H", "H", "H", "H", "H", "H", "H", "H", "H", "O"],
  "coordinates": [[0.113, -1.098, -0.455], [-0.883, -0.911, 0.700], [-0.930, 0.548, 1.106], [0.252, 1.168, 1.342], [0.562, 2.521, 1.672], [0.752, -2.442, -0.528], [0.993, -0.511, -0.229], [-0.272, -0.948, -1.455], [-1.854, -1.402, 0.646], [-0.391, -1.332, 1.569], [-1.854, 1.104, 1.135], [1.112, 0.394, 1.521], [1.037, 2.631, 2.535], [-0.179, 3.092, 1.340], [1.502, -2.405, 0.154], [0.090, -3.204, -0.592], [-0.190, 1.606, -3.881], [0.230, 0.168, -3.459], [-0.088, 1.019, -3.122]]
}


*ii*
{
  "formula": "C4H12N2O",
  "method": "ωB97M-V/def2-TZVPD",
  "total_charge": -1,
  "e_homo_ev": [0.9, -4.8],
  "s2": 0.7515,
  "lumo_ev": [4.3, 4.0],
  "spin_multiplicity": 2,
  "homo_lumo_gap_ha": [0.1253, 0.3232],
  "symbols": ["C", "C", "C", "C", "N", "N", "H", "H", "H", "H", "H", "H", "H", "H", "H", "H", "H", "H", "O"],
  "coordinates": [[0.356, -2.088, 0.639], [-0.225, -1.003, -0.276], [0.249, 0.387, 0.053], [-0.624, 1.385, 0.300], [1.624, 0.555, -0.214], [0.063, -1.899, 2.063], [1.431, -2.186, 0.509], [-0.131, -3.009, 0.315], [0.036, -1.237, -1.326], [-1.319, -1.083, -0.263], [-0.278, 2.373, 0.578], [-1.636, 1.136, 0.571], [1.973, 0.194, -1.098], [2.291, 0.697, 0.491], [-0.864, -1.490, 2.144], [0.654, -1.123, 2.364], [-0.471, 2.521, -2.307], [-1.937, 2.730, -2.040], [-1.192, 3.140, -2.504]]
}


*iii*
{
  "formula": "C4H12N2O",
  "method": "ωB97M-V/def2-TZVPD",
  "total_charge": -1,
  "e_homo_ev": [-1.4, -2.9],
  "s2": 0.7536,
  "lumo_ev": [4.1, 4.1],
  "spin_multiplicity": 2,
  "homo_lumo_gap_ha": [0.2049, 0.2567],
  "symbols": ["C", "C", "C", "N", "H", "H", "H", "H", "H", "H", "H", "H", "N", "C", "O", "H", "H", "H", "H"],
  "coordinates": [[0.279, -0.540, -2.479], [0.953, 0.057, -1.250], [1.462, -1.419, 0.709], [1.765, -0.941, -0.555], [0.999, -0.919, -3.212], [-0.367, -1.372, -2.192], [-0.353, 0.214, -2.962], [1.592, 0.901, -1.527], [0.192, 0.415, -0.503], [2.161, -2.050, 1.236], [0.572, -0.937, 1.151], [2.705, -1.037, -0.901], [-1.988, 1.655, 2.480], [-1.592, 0.581, 1.517], [-0.294, 0.630, 1.174], [-1.198, 2.281, 2.570], [-2.757, 2.203, 2.110], [-1.845, -0.395, 1.993], [-2.285, 0.672, 0.638]]
}


Which structure wins on stability? *ii* wins.